Entry from OMol25: a cluster of 13 separate species, C49H80N9O14P3S in total at a distorted geometry (the ωB97M-V functional and the def2-TZVPD basis).

Last column: Mulliken charge in e.
Positions of all 156 atoms, in Å:
C1 4.97 1.13 1.02  -0.6424
C2 3.53 0.60 1.21  1.4311
C3 3.32 0.40 2.69  -0.4880
S1 4.98 -0.19 3.30  1.1240
O1 4.95 -1.64 3.30  -0.6104
O2 5.27 0.55 4.51  -0.7216
C4 5.96 0.35 1.85  -0.6618
H1 5.01 2.16 1.38  0.1415
H2 5.18 1.27 -0.04  0.5455
H3 3.41 -0.32 0.64  -0.8892
H4 2.84 1.34 0.79  -0.1445
H5 2.68 -0.40 3.06  0.4297
H6 3.02 1.32 3.19  -0.0047
H7 6.31 -0.55 1.35  0.0900
H8 6.83 0.92 2.16  0.4685
C5 -0.69 1.43 0.93  0.5527
O3 0.16 0.32 0.59  0.4276
P1 -0.31 -0.82 -0.41  0.2286
O4 -0.28 -0.44 -1.82  -0.6806
O5 0.65 -2.03 -0.03  0.6050
C6 0.87 -2.37 1.34  -0.7704
O6 -1.72 -1.28 0.18  -0.0699
C7 -2.25 -2.52 -0.29  -1.0720
H9 -1.76 1.24 0.80  -0.6632
H10 -0.35 2.30 0.38  -0.1024
H11 -0.54 1.61 2.00  0.1534
H12 1.91 -2.30 1.66  -0.4227
H13 0.50 -3.39 1.41  0.2825
H14 0.34 -1.77 2.09  0.5171
H15 -3.17 -2.38 -0.86  0.2545
H16 -2.46 -3.19 0.54  0.2917
H17 -1.58 -3.05 -0.98  0.4911
C8 -0.58 4.19 7.48  -0.6867
O7 0.24 3.64 6.44  -0.3096
P2 0.39 4.30 5.01  0.5706
O8 0.50 5.76 4.97  -0.7110
O9 1.63 3.52 4.42  -0.1803
C9 2.02 3.85 3.10  -0.9363
O10 -0.76 3.68 4.09  0.1421
C10 -2.10 4.20 4.16  -0.6094
H18 -0.38 3.56 8.35  0.2481
H19 -1.62 4.10 7.18  0.2783
H20 -0.31 5.22 7.70  0.3077
H21 3.08 3.64 2.96  0.3183
H22 1.88 4.90 2.83  0.5434
H23 1.44 3.28 2.38  0.3103
H24 -2.26 4.72 5.10  0.4154
H25 -2.80 3.37 4.07  0.1284
H26 -2.24 4.93 3.37  0.1880
C11 -6.59 3.12 0.76  -0.8754
O11 -5.24 3.18 1.22  -0.2900
P3 -4.09 3.56 0.18  1.1720
O12 -2.75 3.73 0.75  -0.3878
O13 -4.66 4.92 -0.41  -0.4742
C12 -3.88 5.69 -1.34  -0.3186
O14 -4.21 2.50 -1.02  -0.4036
C13 -4.16 1.09 -0.74  0.3373
H27 -6.66 2.61 -0.21  0.3878
H28 -7.01 4.12 0.75  0.3051
H29 -7.17 2.50 1.44  0.2802
H30 -3.54 6.60 -0.84  0.2467
H31 -4.52 5.95 -2.18  0.3098
H32 -3.06 5.09 -1.71  -0.0627
H33 -5.12 0.58 -0.83  0.4528
H34 -3.66 0.85 0.20  -0.3453
H35 -3.55 0.72 -1.56  -0.3319
N1 -5.41 -4.77 -0.44  0.0813
C14 -4.31 -5.39 0.10  -1.0164
C15 -3.42 -5.57 -0.92  0.2210
C16 -3.95 -5.02 -2.11  -0.5325
C17 -5.19 -4.53 -1.77  -0.7483
H36 -6.27 -4.53 0.01  0.2022
H37 -4.27 -5.64 1.15  0.4545
H38 -2.50 -6.12 -0.79  0.4763
H39 -3.43 -4.96 -3.05  0.4323
H40 -5.98 -4.05 -2.34  0.4320
N2 2.94 3.85 -1.66  0.5453
C18 2.64 4.42 -0.45  -0.8752
C19 3.82 4.76 0.13  -0.2689
C20 4.89 4.42 -0.74  -1.0596
C21 4.29 3.80 -1.82  -0.3739
H41 2.27 3.56 -2.35  0.0442
H42 1.62 4.50 -0.13  0.4635
H43 3.95 5.20 1.11  0.5734
H44 5.95 4.58 -0.62  0.4464
H45 4.70 3.40 -2.74  0.4657
N3 2.31 -4.14 4.18  0.1033
C22 1.42 -5.16 4.37  -0.7069
C23 1.73 -6.18 3.51  -0.4858
C24 2.85 -5.74 2.75  -0.3860
C25 3.18 -4.47 3.17  -0.7366
H46 2.32 -3.29 4.70  0.2316
H47 0.61 -5.08 5.07  0.4322
H48 1.14 -7.06 3.37  0.4998
H49 3.33 -6.29 1.96  0.5150
H50 3.94 -3.78 2.85  0.5722
N4 0.45 -5.76 -1.87  0.1835
C26 0.84 -5.67 -0.56  -0.7636
C27 0.43 -6.82 0.06  0.2107
C28 -0.16 -7.66 -0.93  -0.9166
C29 -0.19 -6.95 -2.10  -0.6563
H51 0.57 -5.07 -2.59  0.2401
H52 1.29 -4.76 -0.20  0.3783
H53 0.63 -7.04 1.09  0.3421
H54 -0.50 -8.65 -0.68  0.4228
H55 -0.51 -7.25 -3.09  0.4481
N5 0.31 4.47 -3.93  0.2065
C30 0.26 5.12 -2.71  -1.9905
C31 -0.57 4.39 -1.88  -0.1605
C32 -1.09 3.30 -2.64  0.7331
C33 -0.58 3.44 -3.92  -1.7194
H56 0.81 4.81 -4.72  0.2501
H57 0.89 5.98 -2.58  0.3784
H58 -0.84 4.60 -0.86  1.1153
H59 -1.72 2.52 -2.27  0.6054
H60 -0.77 2.91 -4.84  0.5182
N6 -5.86 -1.60 1.94  0.0894
C34 -5.82 -0.24 2.03  -1.0473
C35 -4.67 0.14 2.67  -0.1313
C36 -3.90 -1.04 2.82  -0.1950
C37 -4.66 -2.11 2.42  -0.9056
H61 -6.58 -2.14 1.51  0.2179
H62 -6.61 0.40 1.69  0.3978
H63 -4.30 1.12 2.91  0.5991
H64 -2.90 -1.05 3.22  0.4695
H65 -4.49 -3.17 2.45  0.5105
N7 3.08 -0.08 -3.34  0.7068
C38 3.84 -0.40 -4.43  -0.3696
C39 3.61 0.53 -5.41  -1.1025
C40 2.75 1.51 -4.84  -0.5607
C41 2.41 1.09 -3.58  0.0279
H66 3.03 -0.60 -2.48  -0.0721
H67 4.46 -1.28 -4.46  0.3479
H68 3.98 0.54 -6.42  0.4238
H69 2.32 2.36 -5.36  0.4538
H70 1.70 1.37 -2.82  0.2197
N8 4.81 -3.63 -2.82  0.1817
C42 5.84 -2.91 -2.27  -0.7239
C43 5.43 -2.47 -1.03  -0.8757
C44 4.06 -2.79 -0.90  0.6147
C45 3.73 -3.58 -1.97  -1.3703
H71 4.79 -3.98 -3.76  0.2194
H72 6.72 -2.65 -2.83  0.3939
H73 6.06 -2.05 -0.27  0.4061
H74 3.46 -2.66 -0.01  0.5762
H75 2.80 -4.06 -2.22  0.3819
N9 -1.56 0.29 -4.29  0.7063
C46 -2.86 0.17 -4.65  -0.4318
C47 -2.97 0.21 -6.02  -0.7249
C48 -1.65 0.39 -6.50  -0.4230
C49 -0.80 0.38 -5.43  -0.7300
H76 -1.22 0.36 -3.34  0.2214
H77 -3.63 -0.03 -3.92  0.4062
H78 -3.84 0.11 -6.65  0.4356
H79 -1.36 0.50 -7.54  0.4253
H80 0.28 0.38 -5.37  0.2935

Properties
Total energy ... -4883.73461 hartree
HOMO energy ... -7.827 eV
Frontier orbital gap ... 7.92 eV